# 1
A structure of composition C21H26FN9O4SSm in a non-equilibrium geometry. Source: the OMol25 dataset; level of theory: ωB97M-V with the def2-TZVPD basis set.

Positions of all 63 atoms, in Å:
H: -1.940 -3.006 3.768
N: -1.745 3.935 -1.064
H: -3.026 -4.832 2.439
C: -2.155 1.815 0.728
C: 0.224 -1.348 -5.424
C: -2.354 -4.004 0.568
C: -1.160 -2.038 2.038
C: -3.059 3.614 -0.515
Sm: 0.623 -0.084 0.464
S: -0.331 -0.803 2.911
H: -1.684 5.783 -0.094
H: 1.874 -3.992 3.501
H: 2.048 0.677 -4.845
F: 1.224 -3.168 -0.841
H: 0.850 3.348 0.681
C: 1.501 0.591 -2.698
N: -2.936 3.024 0.812
C: 3.075 -2.504 2.831
H: -1.459 2.026 -1.828
H: -0.029 2.662 2.090
O: 2.149 0.772 2.066
H: 0.029 2.986 -1.554
H: 0.456 -0.683 -6.255
H: -2.669 1.105 0.065
N: -1.029 -2.003 0.684
N: 0.540 -0.685 -4.187
C: 1.479 0.286 -4.027
C: -2.254 3.971 1.689
C: 1.830 -3.039 0.374
H: -0.102 5.133 -0.563
N: 0.584 -0.190 -2.035
H: -3.655 4.525 -0.453
H: -0.833 -1.610 -5.453
H: -2.153 3.531 2.683
O: 3.529 -2.212 3.896
C: -2.485 -4.032 1.957
O: 0.505 -4.653 1.549
H: -1.487 -2.948 -1.080
H: 0.814 -2.262 -5.525
N: -0.932 4.297 1.166
C: -0.958 2.729 -1.149
H: -2.797 -4.771 -0.042
O: 2.791 0.461 0.009
C: -1.084 4.875 -0.162
N: 3.483 -1.884 1.636
H: 4.977 -0.536 1.010
H: -3.566 2.909 -1.178
H: -2.848 4.883 1.763
C: 1.383 -3.833 1.528
N: -0.776 2.066 0.183
C: -1.890 -3.038 2.693
H: 3.272 -1.711 -0.439
C: -1.628 -2.989 -0.008
N: 2.135 -3.503 2.650
C: 2.883 -2.196 0.455
H: -2.063 1.376 1.734
H: 4.446 -0.392 2.735
C: 0.029 -0.942 -2.976
C: 4.136 -0.578 1.705
C: 2.989 0.357 1.253
H: 2.119 1.306 -2.188
C: -0.142 3.094 1.083
H: -0.744 -1.669 -2.813

Summary:
Energy = -2765.57470 Ha
Spin multiplicity = 6
LUMO (alpha / beta) = -3.39 / -2.71 eV
Orbital gap (alpha / beta) = 0.266 / 0.291 Ha
⟨S²⟩ = 8.762
Net charge = +1

natural (NBO) atomic charge list, values in e, 4 entries: 0.241, -0.456, 0.233, -0.090



# 2
A cluster of 3 separate species, C21H26FNO6S in total in a non-equilibrium geometry. Source: the OMol25 dataset; level of theory: ωB97M-V with the def2-TZVPD basis set.

Positions of all 56 atoms, in Å:
H: 4.832 -1.821 -1.765
H: 6.512 0.365 2.846
O: -5.940 -1.287 4.132
C: 4.303 -3.815 1.697
H: -0.160 4.475 -4.712
C: 0.889 1.514 -1.749
H: -6.570 0.270 -3.093
C: 0.135 3.686 -3.949
O: 4.697 -1.188 1.663
H: 5.740 -0.305 -2.406
H: -4.546 -2.428 6.096
C: -0.528 2.156 -1.791
H: -5.267 -1.397 -1.344
O: 5.660 -1.321 3.717
H: -3.306 -3.542 5.497
H: 6.353 0.381 4.609
C: 5.862 0.090 3.680
H: -1.141 1.084 -0.095
C: -3.563 2.248 -2.381
O: -4.300 -0.461 2.793
H: 4.891 -3.696 0.784
O: 4.931 -3.147 2.790
O: -3.800 -2.050 4.191
C: 3.397 1.352 -2.908
H: -5.388 2.613 -3.762
F: 3.557 0.918 -4.300
C: 3.546 0.047 -1.966
H: -2.891 -0.732 -0.222
H: 2.320 3.399 -4.694
C: 1.907 1.976 -2.838
C: -2.802 1.333 -1.349
H: -6.061 -0.122 1.735
H: -5.659 1.105 2.985
C: -4.812 -0.390 -1.613
H: 2.603 -0.619 -2.024
N: -1.515 1.755 -0.776
C: 1.560 3.058 -3.912
C: 5.059 -1.821 2.625
H: -4.949 -3.655 4.846
H: 1.130 0.746 -0.946
H: 4.253 -4.877 1.939
C: -4.924 1.879 -3.007
H: 4.618 -1.275 -3.524
C: -5.257 0.433 2.223
H: 3.746 0.333 -0.867
S: -2.658 3.825 -2.814
C: -5.564 0.524 -2.607
C: -4.187 -2.965 5.215
H: 4.209 2.131 -2.730
C: 4.767 -0.898 -2.457
H: -4.747 1.033 1.469
H: 3.285 -3.446 1.552
C: -0.893 3.213 -2.899
C: -3.445 -0.032 -0.948
C: -4.798 -1.267 3.745
H: 4.907 0.615 3.615

Summary:
Energy = -1819.78655 Ha
Spin multiplicity = 1
LUMO = 0.30 eV
Orbital gap = 0.296 Ha
SMILES = CC[C@@H](F)c1ccc2c(c1)Nc1ccccc1S2.COC(=O)OC.COC(=O)OC

natural (NBO) atomic charge list, values in e, 4 entries: 0.213, 0.193, -0.635, -0.257



# 3
An isolated molecule of C21H26N2O2. Source: the OMol25 dataset; level of theory: ωB97M-V with the def2-TZVPD basis set.

Positions of all 51 atoms, in Å:
H: -2.291 -2.931 0.764
H: 4.974 1.903 2.766
C: 0.683 -1.673 0.545
H: 0.568 3.048 -0.323
C: -0.264 -2.173 -2.736
C: -0.384 0.182 -0.674
H: 2.748 2.928 2.752
H: -0.376 -0.557 2.679
H: 4.609 1.046 -1.400
C: -4.443 -1.228 -1.923
C: 4.933 1.394 0.687
H: 1.932 0.064 0.781
N: -0.109 -1.222 -0.461
H: 0.888 0.602 3.112
H: 2.380 2.067 -1.414
N: -0.393 1.213 1.628
C: -3.084 -1.399 -2.129
C: 2.386 2.542 0.676
H: -4.706 -2.618 1.139
H: -6.091 -1.527 -0.591
H: 0.477 2.707 2.720
C: -1.174 0.819 0.490
H: -1.757 -3.184 -3.458
C: 2.939 2.019 -0.488
C: -0.800 -2.200 -1.294
C: -4.254 -2.275 0.221
H: -2.653 -1.041 -3.053
H: 0.555 0.722 -0.826
H: 0.816 -2.336 -2.711
H: -1.700 1.702 0.119
C: -5.032 -1.662 -0.749
H: -0.448 -1.196 -3.208
H: 5.914 0.945 0.694
C: 0.348 0.163 2.272
H: -0.532 -3.177 -0.869
C: -2.296 -2.016 -1.165
H: 2.041 -1.150 2.060
H: -1.928 0.090 0.818
C: -2.900 -2.452 0.011
C: 4.402 1.930 1.850
O: 0.849 -2.861 0.751
O: -0.794 -3.209 -3.520
H: -0.865 3.203 1.689
H: 1.105 4.219 0.879
C: 4.200 1.449 -0.485
C: 1.013 3.149 0.669
C: 1.352 -0.618 1.401
C: 0.037 2.579 1.729
H: -0.980 0.268 -1.582
C: 3.144 2.502 1.842
H: -5.042 -0.751 -2.685

Summary:
ΔE to the lowest compared entry with this formula, charge and spin = 188.9 kJ/mol
Energy = -1075.81578 Ha
Spin multiplicity = 1
LUMO = 0.71 eV
Orbital gap = 0.322 Ha
SMILES = O=C1CCN(CCc2ccccc2)CCN1[C@H](CO)c1ccccc1

natural (NBO) atomic charge list, values in e, 4 entries: 0.225, 0.214, 0.695, 0.204



# 4
A cluster of 2 separate species, C21H26N4O3P in total in a non-equilibrium geometry. Source: the OMol25 dataset; level of theory: ωB97M-V with the def2-TZVPD basis set.

Positions of all 55 atoms, in Å:
N: 3.476 0.431 0.815
H: 3.246 2.722 -0.871
H: -8.753 -4.099 0.868
H: -5.931 -3.662 4.158
C: -3.412 0.449 -0.362
H: -2.893 1.135 -4.238
C: -7.472 -3.949 2.633
C: -5.213 -3.076 2.249
C: 3.740 1.841 1.292
H: -4.788 0.077 -2.379
H: -7.046 -3.216 -0.716
H: -4.249 -0.017 0.339
H: -0.382 2.037 -3.249
H: 4.131 3.872 0.333
N: 5.485 -1.022 2.266
O: -1.628 0.942 1.652
H: 1.011 3.987 -1.266
H: 1.592 3.530 1.766
C: 0.572 2.067 -0.415
N: 0.753 3.567 -0.346
C: -7.764 -3.803 1.193
H: 3.202 -0.387 3.287
C: -0.900 1.567 -0.937
H: 3.197 -2.026 1.625
C: -6.847 -3.329 0.343
H: -1.034 0.125 1.729
C: -1.960 0.988 0.194
H: 4.893 1.974 1.500
H: 6.797 1.039 -2.747
H: 2.091 4.965 0.650
P: 3.891 -0.812 2.076
C: -2.681 1.085 -3.087
O: -8.311 -4.385 3.410
H: 1.377 1.515 -1.097
H: 3.489 -2.428 -3.570
C: 3.477 -1.086 -1.433
C: 3.987 -1.582 -2.933
C: -1.228 1.629 -2.548
H: -4.223 -2.779 2.573
H: 2.523 -1.634 -0.981
H: 5.919 -0.343 1.573
C: 4.136 0.099 -0.534
N: 5.317 0.852 -1.042
H: 2.435 0.283 0.645
H: 0.731 1.645 0.679
C: 5.831 0.438 -2.378
C: -5.505 -2.930 0.809
C: 1.878 3.790 0.661
H: 5.809 -0.887 -4.496
O: -4.666 -2.494 0.032
C: 3.289 3.029 0.257
C: -3.747 0.499 -1.980
C: 5.310 -0.687 -3.434
H: 3.179 1.999 2.335
C: -6.129 -3.550 3.098

Summary:
Energy = -1600.95319 Ha
Spin multiplicity = 1
LUMO = -4.18 eV
Orbital gap = 0.239 Ha
Net charge = +1

natural (NBO) atomic charge list, values in e, 4 entries: -0.704, 0.247, 0.240, 0.238